(1)
A gas-phase ion, HN2O3S (charge -1) at a distorted geometry. Source: the OMol25 dataset; level of theory: ωB97M-V/def2-TZVPD.

Each line ends with the natural charge from an NBO analysis.
Geometry (Å):
N 1.495 -0.552 -0.426  -0.613
N 0.578 -0.292 0.546  0.145
O 0.793 -0.549 1.713  -0.447
O -1.944 0.539 0.995  -0.976
O -1.115 0.303 -1.366  -0.996
S -0.944 0.936 -0.052  1.548
H 1.139 -0.384 -1.410  0.338

The HOMO-LUMO gap comes out at 8.19 eV. Its LUMO energy is 3.965 eV. Its total energy is -19973.014 eV. Its spin multiplicity is 1. The net charge is -1. The molar mass comes out at 109.1 u.



(2)
A molecular structure, HN2O3S at a distorted geometry. Source: the OMol25 dataset; level of theory: ωB97M-V/def2-TZVPD.

Each line ends with the natural charge from an NBO analysis.
Geometry (Å):
N -0.646 0.927 -0.927  -0.344
N -0.231 0.778 0.176  0.001
O -0.172 2.255 1.285  -0.650
O 0.545 -1.589 -0.917  -1.007
O 0.381 -1.566 1.525  -0.956
S 0.936 -0.917 0.375  1.607
H -0.813 0.112 -1.516  0.349

The HOMO-LUMO gap (alpha / beta) comes out at 8.35 / 8.35 eV. Its LUMO energy (alpha / beta) is 3.839 / 3.839 eV. Its total energy is -19970.301 eV. Its spin multiplicity is 1. The net charge is -1. The molar mass comes out at 109.1 u.



(3)
A gas-phase ion, HN2O3S (charge -1) at a distorted geometry. Source: the OMol25 dataset; level of theory: ωB97M-V/def2-TZVPD.

Each line ends with the natural charge from an NBO analysis.
Geometry (Å):
N 1.386 -0.659 1.062  -0.591
N 1.057 -0.908 -0.316  0.116
O 0.745 -2.024 -0.750  -0.438
O 1.691 1.495 -1.026  -1.025
O 0.185 0.320 -2.479  -0.990
S 1.454 0.262 -1.792  1.605
H 1.895 0.175 1.102  0.324

The HOMO-LUMO gap comes out at 8.46 eV. Its LUMO energy is 3.997 eV. Its total energy is -19972.556 eV. Its spin multiplicity is 1. The net charge is -1. The molar mass comes out at 109.1 u.



(4)
2 unconnected molecules or ions with the total composition HN2O5 at a distorted geometry. Source: the OMol25 dataset; level of theory: ωB97M-V/def2-TZVPD.

Each line ends with the natural charge from an NBO analysis.
Geometry (Å):
N 1.431 0.199 -0.235  0.352
N -1.431 -0.197 0.228  0.707
O 1.565 1.419 -0.352  -0.484
O -2.491 0.213 -0.231  -0.539
O -0.946 0.261 1.266  -0.569
O 0.894 -0.583 -0.987  -0.273
O -0.810 -1.106 -0.357  -0.501
H 1.788 -0.206 0.668  0.306

The HOMO-LUMO gap comes out at 8.62 eV. Its LUMO energy is 4.456 eV. Its total energy is -13227.896 eV. Its spin multiplicity is 1. The net charge is -1. The molar mass comes out at 109.0 u.



(5)
A gas-phase ion, HN2O5S (charge -1) at a distorted geometry. Source: the OMol25 dataset; level of theory: ωB97M-V/def2-TZVPD.

Each line ends with the natural charge from an NBO analysis.
Geometry (Å):
O 2.964 0.672 0.535  -0.921
S 1.649 0.433 -0.101  2.397
O 1.591 0.633 -1.546  -0.954
O 0.569 1.048 0.692  -0.994
N 1.107 -1.291 0.021  -0.011
O 2.149 -2.002 0.175  -0.488
N -0.211 -1.625 -0.209  0.036
O -1.042 -0.602 -0.234  -0.536
H -0.473 0.147 0.175  0.472

The HOMO-LUMO gap (alpha / beta) comes out at 8.98 / 9.02 eV. Its LUMO energy (alpha / beta) is 4.094 / 4.093 eV. Its total energy is -24066.573 eV. Its spin multiplicity is 1. As for the SMILES: O=S(=O)([O-])/[N+]([O-])=N\O. The net charge is -1. The molar mass comes out at 141.1 u.



(6)
HN2P in the gas phase at a distorted geometry. Source: the OMol25 dataset; level of theory: ωB97M-V/def2-TZVPD.

Each line ends with the natural charge from an NBO analysis.
Geometry (Å):
N 0.836 0.394 -0.582  -0.218
P -0.199 -0.849 0.110  0.528
N 0.798 0.508 0.617  -0.228
H -1.435 -0.053 -0.145  -0.082

The HOMO-LUMO gap comes out at 10.02 eV. Its LUMO energy is 0.290 eV. Its total energy is -12282.888 eV. Its spin multiplicity is 1. As for the SMILES: N1=[PH]=N1. The net charge is 0. The molar mass comes out at 60.0 u.



(7)
2 unconnected molecules or ions with the total composition HN3 at a distorted geometry. Source: the OMol25 dataset; level of theory: ωB97M-V/def2-TZVPD.

Each line ends with the Mulliken spin population.
Geometry (Å):
N -0.905 1.130 -1.911  0.610
N -1.765 0.413 -1.501  0.653
N -0.519 -0.129 -1.499  -0.040
H 0.082 -0.307 0.266  0.776

The HOMO-LUMO gap (alpha / beta) comes out at 5.93 / 9.55 eV. Its LUMO energy (alpha / beta) is -1.738 / -2.440 eV. Its total energy is -4476.952 eV. Its spin multiplicity is 3. The net charge is 0. The molar mass comes out at 43.0 u.



(8)
2 unconnected molecules or ions with the total composition HN3O4 at a distorted geometry. Source: the OMol25 dataset; level of theory: ωB97M-V/def2-TZVPD.

Each line ends with the natural charge from an NBO analysis.
Geometry (Å):
O 0.400 2.727 0.129  -0.327
N -0.294 1.802 0.346  0.742
O -0.578 1.289 1.379  -0.380
O -0.868 1.236 -0.778  -0.534
H -1.342 0.420 -0.540  0.499
N 0.400 -1.513 -0.409  -0.130
N 0.887 -2.479 -0.180  0.449
O 1.394 -3.482 0.054  -0.320

The HOMO-LUMO gap comes out at 12.41 eV. Its LUMO energy is 0.583 eV. Its total energy is -12670.675 eV. Its spin multiplicity is 1. As for the SMILES: O=[N+]([O-])O.N#[N+][O-]. The net charge is 0. The molar mass comes out at 107.0 u.